1.
The following is a quantum chemistry calculation of 2 unconnected molecules or ions with the total composition C9H18N2O4 at a distorted geometry, from the OMol25 dataset.

The energy above the lowest of the compared OMol25 structures with the same formula, charge and spin comes out at 143.7 kcal per mole. The calculation puts the highest occupied orbital energy at -9.717 eV. As for the LUMO energy: -0.48 eV. As for the largest force on an atom: 6.20 eV Å⁻¹. The calculation puts the frontier orbital gap at 0.3393 Ha. The charge is 0. For the energy, the calculation gives -20790.9292 eV.

Positions of all 33 atoms, in Å:
C: 1.38 0.76 0.48
C: 0.79 0.28 -0.77
C: 0.46 0.28 1.57
C: 1.23 0.14 2.83
C: -0.92 1.13 1.51
C: -2.05 0.97 2.58
C: 0.13 -1.65 -2.19
C: 0.65 -1.41 -3.63
C: -1.36 -1.36 -2.02
H: 2.50 2.54 0.31
H: 1.01 2.77 -0.21
H: 2.44 0.34 0.69
H: 0.26 -0.78 1.28
H: 0.65 -0.26 3.71
H: 1.62 1.25 3.20
H: 2.11 -0.66 2.76
H: -1.31 0.96 0.53
H: -0.35 2.25 1.55
H: -2.86 1.62 2.40
H: -2.50 -0.17 2.67
H: -1.73 1.51 3.60
H: 1.22 -1.64 -0.35
H: 0.22 -2.76 -2.00
H: -1.54 -0.21 -2.03
H: -1.83 -1.88 -2.84
H: -2.99 -2.57 -1.00
H: 0.30 0.58 -3.31
N: 1.57 2.29 0.55
N: 0.93 -1.05 -1.07
O: 0.14 1.10 -1.49
O: 0.67 -2.19 -4.53
O: -1.72 -2.06 -0.85
O: 0.89 -0.13 -3.96

---

2.
The following is a quantum chemistry calculation of C4H8N2 in the gas phase, from the OMol25 dataset.

The energy above the lowest of the compared OMol25 structures with the same formula, charge and spin comes out at 5.1 kcal per mole. Its SMILES is CC[C@@H](N)C#N. The calculation puts the highest occupied orbital energy at -10.358 eV. As for the LUMO energy: 0.95 eV. As for the largest force on an atom: 0.52 eV Å⁻¹. The calculation puts the frontier orbital gap at 0.4157 Ha. The charge is 0. For the energy, the calculation gives -7257.6528 eV.

Positions of all 14 atoms, in Å:
C: -1.77 0.25 0.08
C: -0.58 -0.66 -0.21
C: 0.70 -0.07 0.37
N: 1.87 -0.86 0.03
C: 0.83 1.34 -0.08
N: 0.99 2.40 -0.49
H: -1.57 1.27 -0.26
H: -1.99 0.27 1.15
H: -2.66 -0.13 -0.43
H: -0.71 -1.67 0.20
H: -0.46 -0.78 -1.30
H: 0.61 -0.06 1.47
H: 2.01 -0.84 -0.97
H: 2.70 -0.46 0.46

---

3.
The following is a quantum chemistry calculation of 2 unconnected molecules or ions with the total composition C5H13ClNS at a distorted geometry, from the OMol25 dataset.

The energy above the lowest of the compared OMol25 structures with the same formula, charge and spin comes out at 69.5 kcal per mole. The calculation puts the highest occupied orbital energy at -11.391 eV. As for the LUMO energy: -5.20 eV. As for the largest force on an atom: 5.61 eV Å⁻¹. The calculation puts the frontier orbital gap at 0.2276 Ha. The charge is +1. For the energy, the calculation gives -30232.9621 eV.

Positions of all 21 atoms, in Å:
C: 1.36 0.10 -1.75
C: 1.40 -1.46 0.11
C: 2.02 0.89 0.51
C: -3.40 0.19 0.86
C: -2.30 0.61 -0.07
N: 1.26 -0.07 -0.31
S: -2.09 -1.11 0.87
Cl: -1.17 1.77 0.50
H: 2.03 -0.60 -2.20
H: 0.46 0.10 -2.19
H: 1.92 1.05 -1.98
H: 1.05 -2.01 -0.76
H: 2.41 -1.65 0.50
H: 0.62 -1.63 0.88
H: 3.08 0.76 0.26
H: 1.72 1.87 0.27
H: 1.84 0.74 1.52
H: -4.30 -0.16 0.39
H: -3.93 0.61 1.69
H: -2.52 0.80 -1.16
H: -1.46 -0.82 2.05

---

4.
The following is a quantum chemistry calculation of 10 unconnected molecules or ions with the total composition C52H112Br2N12O2 at a distorted geometry, from the OMol25 dataset.

As for the expectation value of S²: 0.75. The calculation puts the highest occupied orbital energy (spin up / spin down) at -20.697 / -20.693 eV. As for the LUMO energy (spin up / spin down): -13.57 / -18.64 eV. Its spin multiplicity is 2. As for the largest force on an atom: 4.87 eV Å⁻¹. The calculation puts the frontier orbital gap (spin up / spin down) at 0.2619 / 0.0755 Ha. The charge is +7. For the energy, the calculation gives -217719.4534 eV.

Positions of all 180 atoms, in Å:
C: -15.53 -1.77 6.81
C: -14.33 -2.61 7.35
N: -13.31 -2.83 6.29
C: -13.44 -3.65 5.17
C: -12.21 -3.63 4.52
N: -11.42 -2.74 5.19
C: -12.15 -2.12 6.20
C: -10.08 -2.53 4.88
H: -16.15 -2.21 6.03
H: -15.12 -0.82 6.49
H: -16.11 -1.56 7.71
H: -14.68 -3.47 7.94
H: -13.88 -2.06 8.17
H: -14.37 -4.19 5.10
H: -11.79 -4.20 3.71
H: -11.74 -1.49 6.98
H: -9.95 -2.98 3.89
H: -9.47 -2.98 5.66
H: -9.79 -1.49 4.77
C: -10.68 3.83 0.37
C: -11.00 3.64 -1.13
N: -12.21 4.41 -1.48
C: -13.50 3.95 -1.57
C: -14.40 5.06 -1.83
N: -13.62 6.22 -1.74
C: -12.32 5.80 -1.54
C: -14.05 7.66 -1.89
H: -10.30 4.85 0.49
H: -10.04 3.17 0.95
H: -11.63 3.71 0.91
H: -11.16 2.58 -1.34
H: -10.24 4.01 -1.82
H: -13.77 2.93 -1.37
H: -15.43 5.02 -2.16
H: -11.55 6.56 -1.56
H: -13.76 8.06 -2.86
H: -13.61 8.29 -1.11
H: -15.13 7.74 -1.80
C: -18.31 5.50 -1.39
C: -19.13 5.92 -0.17
N: -19.68 4.84 0.68
C: -20.85 4.89 1.33
C: -21.05 3.65 1.98
N: -19.88 2.95 1.96
C: -19.05 3.69 1.10
C: -19.51 1.70 2.69
H: -17.71 4.60 -1.23
H: -17.90 6.34 -1.94
H: -19.06 5.12 -2.09
H: -19.92 6.62 -0.42
H: -18.46 6.32 0.59
H: -21.57 5.64 1.05
H: -21.83 3.22 2.59
H: -18.11 3.31 0.73
H: -18.54 1.56 2.23
H: -20.13 0.89 2.31
H: -19.47 1.80 3.77
C: -12.84 4.50 5.90
C: -11.50 4.16 5.22
N: -10.41 3.59 5.94
C: -9.26 3.05 5.44
C: -8.46 2.50 6.50
N: -9.26 2.68 7.69
C: -10.36 3.49 7.35
C: -8.86 2.28 9.03
H: -13.61 4.69 5.15
H: -12.77 5.26 6.68
H: -13.16 3.66 6.51
H: -11.20 5.08 4.73
H: -11.64 3.62 4.28
H: -9.07 3.07 4.37
H: -7.54 1.93 6.58
H: -11.26 3.65 7.91
H: -9.16 1.24 9.11
H: -9.39 2.73 9.86
H: -7.78 2.38 9.18
C: -15.57 5.18 1.06
C: -14.30 4.49 1.64
C: -14.51 3.29 2.55
C: -14.09 1.83 2.00
N: -14.41 0.72 3.02
C: -13.73 -0.67 2.50
C: -14.90 -1.30 1.80
C: -15.98 -1.05 2.72
C: -15.83 0.35 3.09
C: -14.03 1.18 4.52
H: -16.16 5.60 1.88
H: -16.11 4.52 0.39
H: -15.31 6.07 0.49
H: -13.70 5.18 2.23
H: -13.66 4.20 0.80
H: -15.57 3.22 2.78
H: -14.09 3.51 3.53
H: -13.04 1.73 1.72
H: -14.64 1.49 1.13
H: -13.45 -1.13 3.44
H: -12.83 -0.46 1.91
H: -14.60 -2.34 1.67
H: -15.06 -0.90 0.80
H: -15.94 -1.80 3.51
H: -16.96 -1.22 2.26
H: -16.37 0.75 3.95
H: -16.27 0.94 2.29
H: -14.73 1.95 4.83
H: -13.00 1.53 4.39
H: -14.15 0.26 5.08
C: -11.81 7.91 3.71
C: -12.13 8.42 2.25
C: -10.89 8.68 1.26
C: -9.66 9.31 1.90
N: -8.62 10.00 1.04
C: -7.31 10.40 1.76
C: -6.68 11.63 1.04
C: -7.80 12.18 0.18
C: -9.08 11.37 0.53
C: -8.21 9.08 -0.06
H: -11.02 7.20 3.49
H: -12.65 7.54 4.30
H: -11.37 8.78 4.21
H: -12.66 9.37 2.41
H: -12.90 7.78 1.81
H: -11.36 9.28 0.48
H: -10.66 7.77 0.72
H: -9.05 8.53 2.34
H: -10.05 10.05 2.60
H: -6.56 9.62 1.61
H: -7.52 10.47 2.83
H: -5.87 11.26 0.40
H: -6.33 12.21 1.89
H: -7.58 11.91 -0.85
H: -7.94 13.26 0.16
H: -9.77 11.10 -0.28
H: -9.74 11.81 1.28
H: -8.97 9.13 -0.84
H: -7.96 8.10 0.34
H: -7.39 9.53 -0.62
C: -8.70 -0.42 -1.19
N: -9.43 -1.81 -1.22
C: -10.33 -1.81 -2.46
C: -8.42 -2.91 -1.36
C: -10.29 -2.10 0.04
C: -10.54 -3.63 0.44
O: -11.37 -4.40 -0.40
H: -7.88 -0.32 -1.90
H: -8.24 -0.41 -0.20
H: -9.45 0.38 -1.22
H: -11.10 -1.05 -2.32
H: -10.91 -2.73 -2.50
H: -9.88 -1.67 -3.44
H: -8.89 -3.89 -1.25
H: -7.78 -2.77 -0.50
H: -7.87 -2.85 -2.30
H: -11.07 -1.36 0.19
H: -9.69 -1.74 0.87
H: -11.07 -3.63 1.39
H: -9.58 -4.10 0.66
H: -12.13 -4.42 0.20
C: -17.48 -2.79 -0.76
N: -17.34 -3.11 -2.21
C: -16.91 -1.89 -2.95
C: -16.03 -4.12 -2.32
C: -18.63 -3.71 -2.85
C: -18.97 -5.17 -2.56
O: -19.33 -5.34 -1.22
H: -16.50 -2.49 -0.40
H: -17.91 -3.57 -0.14
H: -18.14 -1.96 -0.53
H: -16.07 -1.39 -2.46
H: -17.73 -1.18 -2.88
H: -16.74 -2.05 -4.01
H: -15.20 -3.59 -1.86
H: -15.81 -4.50 -3.31
H: -16.18 -4.88 -1.55
H: -18.39 -3.56 -3.90
H: -19.38 -2.95 -2.64
H: -18.10 -5.74 -2.89
H: -19.83 -5.37 -3.20
H: -20.24 -5.65 -1.26
Br: -16.76 1.64 -0.92
Br: -10.20 0.57 2.43

---

largest force on an atom of number 1 (C9H18N2O4)? 6.20 eV Å⁻¹

---

largest force on an atom of number 4 (C52H112Br2N12O2)? 4.87 eV Å⁻¹

---

Look up the largest force on an atom of the fourth one. 4.87 eV Å⁻¹